one:
20
Properties=species:S:1:pos:R:3 method="wB97M-V/def2-TZVPD" multiplicity=1 charge=0 homo_ha=-0.310 smiles=CCC.CSC orbital_gap_ev=9.4
C -0.483 2.460 -0.962
C 0.440 3.162 -1.998
C 1.755 2.360 -2.169
H -1.283 2.029 -1.559
H -0.986 3.207 -0.342
H 0.065 1.779 -0.319
H -0.126 3.182 -2.936
H 0.599 4.218 -1.793
H 1.529 1.344 -2.478
H 2.432 2.895 -2.830
H 2.181 2.338 -1.166
C 0.815 -2.287 0.583
S -0.893 -1.841 0.870
C -1.036 -2.035 2.698
H 0.699 -2.860 -0.347
H 1.397 -1.385 0.434
H 1.260 -3.033 1.237
H -1.179 -3.107 2.807
H -2.001 -1.621 2.990
H -0.252 -1.626 3.324

***

two:
20
Properties=species:S:1:pos:R:3 method="wB97M-V/def2-TZVPD" multiplicity=1 charge=0 homo_ha=-0.311 smiles=CCSC.CC orbital_gap_ev=9.4
C 0.294 -1.548 -1.786
C 0.237 -0.180 -2.416
S -0.223 1.122 -1.231
C 1.387 1.420 -0.452
H 1.017 -1.608 -0.973
H 0.615 -2.294 -2.514
H -0.679 -1.877 -1.424
H 1.204 0.102 -2.824
H -0.412 -0.155 -3.287
H 1.723 2.438 -0.648
H 1.244 1.345 0.620
H 2.129 0.695 -0.795
C -0.257 -1.206 3.078
C -1.499 -0.524 3.631
H -0.247 -2.250 3.377
H -0.263 -1.189 1.988
H 0.666 -0.776 3.474
H -1.499 -0.449 4.722
H -2.402 -1.088 3.386
H -1.630 0.484 3.250

***

three:
20
Properties=species:S:1:pos:R:3 method="wB97M-V/def2-TZVPD" multiplicity=1 charge=0 homo_ha=-0.309 smiles=CCSC.CC orbital_gap_ev=9.4
C -2.363 2.286 1.306
C -1.255 1.415 0.545
S -0.402 0.190 1.567
C 1.181 -0.373 0.746
H -2.995 2.737 0.445
H -1.882 2.886 2.038
H -2.921 1.429 1.822
H -1.865 0.907 -0.333
H -0.654 2.163 -0.043
H 1.876 0.338 0.623
H 1.544 -1.198 1.279
H 0.806 -0.802 -0.215
C 0.761 -1.632 -2.621
C 2.268 -1.887 -2.464
H 0.230 -2.565 -2.908
H 0.429 -1.021 -1.666
H 0.391 -0.941 -3.498
H 2.461 -2.787 -1.933
H 2.953 -1.006 -2.251
H 2.518 -2.035 -3.509

***

Which structure is the most stable? The one labeled two.